Record 1
DFT (ωB97M-V/def2-TZVPD) results for C20H18IrN7 as an isolated structure.

Structure (ORCA input):
```
! RIJCOSX wB97M-V def2-TZVPD def2/J DEFGRID3
* xyz 2 1
Ir 0.44298 -0.48254 -0.00825
C 5.04007 0.20115 -3.15489
C 3.73095 -0.20121 -3.39094
C 2.87510 -0.41984 -2.32790
C 3.35335 -0.25953 -1.02719
C 4.67338 0.13254 -0.78091
C 5.50712 0.36925 -1.85296
N 2.47923 -0.53272 0.05293
N 3.01420 -0.82397 1.14955
C 2.10379 -1.07625 2.17452
C 2.55323 -1.39184 3.43644
C 1.61047 -1.66740 4.42093
C 0.25806 -1.61620 4.11190
C -0.13076 -1.28512 2.82926
N 0.77839 -1.02514 1.87335
H 5.70178 0.39074 -3.98934
H 3.37804 -0.34522 -4.40236
H 1.86251 -0.74982 -2.51834
H 5.02585 0.26816 0.23093
H 6.52523 0.68775 -1.67872
H 3.61657 -1.41951 3.62671
H 1.93201 -1.92315 5.42172
H -0.49636 -1.82858 4.85556
H -1.16825 -1.22801 2.53531
N 0.36646 0.98020 -1.13552
C 0.26878 2.14856 -1.35477
C 0.17853 3.45161 -1.62200
C 1.35174 4.19696 -1.94055
N 2.31280 4.78469 -2.16512
C -1.11907 4.04897 -1.56723
N -2.19415 4.45089 -1.51923
C -4.62053 -1.73122 -0.86001
C -4.20616 -0.51855 -0.00919
C -4.68567 0.79615 -0.64868
C -4.71174 -0.65189 1.43507
C -2.73663 -0.48276 0.02232
N -1.58994 -0.45760 0.04223
H -5.70925 -1.75962 -0.89140
H -4.26802 -2.66644 -0.42617
H -4.25282 -1.64724 -1.88190
H -5.77467 0.77770 -0.67328
H -4.32510 0.89665 -1.67196
H -4.37324 1.66573 -0.07075
H -5.80077 -0.66553 1.40827
H -4.40072 0.19230 2.05014
H -4.37672 -1.58307 1.89240
*
```

The calculation puts the energy relative to the best compared isomer or geometry (same formula, charge and spin) at 0.000 eV. The HOMO energy (alpha / beta) is -15.28 / -15.28 eV.

These are the Löwdin partial charges, in e, on atoms 1 to 6: 1.351, -0.015, -0.038, -0.045, -0.253, 0.007

=====

Record 2
DFT (ωB97M-V/def2-TZVPD) results for C20H18LiN5O3S2 as an isolated structure.

Structure (ORCA input):
```
! RIJCOSX wB97M-V def2-TZVPD def2/J DEFGRID3
* xyz -2 1
Li -1.41569 -0.17979 1.19651
C 2.55711 -4.98169 0.80261
C 1.92701 -3.64549 0.52211
C 2.55191 -2.43889 0.83801
C 1.94021 -1.23609 0.58821
C 0.65951 -1.14669 -0.00929
N 0.01381 0.00081 -0.26259
C 0.61071 1.13751 -0.61059
C 1.86851 1.18911 -1.26959
C 2.43641 2.35731 -1.71599
C 1.79951 3.58031 -1.52429
C 2.40081 4.87151 -2.01279
C 0.55371 3.56201 -0.90559
C -0.04669 2.39171 -0.46859
N -1.31839 2.49321 0.11831
C -1.69619 3.45141 0.98251
C -3.03909 3.27831 1.22111
C -3.37669 2.15961 0.45551
N -2.33259 1.70801 -0.21389
C 0.02541 -2.38249 -0.28829
C 0.65571 -3.58869 -0.02189
N -1.25659 -2.41949 -0.85999
C -1.67209 -3.30869 -1.78819
C -3.00039 -3.03769 -2.04789
C -3.28949 -1.94979 -1.21709
N -2.22819 -1.59729 -0.51699
H 3.63521 -4.96369 0.64651
H 2.12071 -5.74099 0.15431
H 2.38031 -5.28239 1.83561
H 3.52851 -2.45129 1.30761
H 2.40881 -0.31929 0.91141
H 2.38121 0.25161 -1.43699
H 3.40121 2.32671 -2.21549
H 3.48891 4.80661 -2.04159
H 2.12131 5.70021 -1.36109
H 2.05401 5.11191 -3.02419
H 0.02351 4.50151 -0.77679
H -0.98459 4.12771 1.41341
H -3.66819 3.85961 1.87101
H -4.33269 1.67871 0.35241
H 0.12711 -4.51249 -0.22869
H -1.01509 -4.04739 -2.20689
H -3.65409 -3.54279 -2.73629
H -4.20659 -1.40699 -1.10329
O -1.43419 -1.28429 2.71011
S -1.12609 -0.06979 3.53111
O -1.27939 1.07861 2.58841
O -2.03869 0.05421 4.67441
S 0.74061 -0.14399 4.14341
*
```

The calculation puts the energy relative to the best compared isomer or geometry (same formula, charge and spin) at 0.000 eV. The HOMO energy is -0.55 eV.

These are the Löwdin partial charges, in e, on atoms 1 to 6: 0.533, -0.081, -0.300, -0.056, -0.031, -0.256

=====

Record 3
DFT (ωB97M-V/def2-TZVPD) results for C20H18MoN2O6PS as an isolated structure.

Structure (ORCA input):
```
! RIJCOSX wB97M-V def2-TZVPD def2/J DEFGRID3
* xyz 1 3
Mo -1.61198 0.63380 -0.35907
O 1.92267 -2.43395 0.52791
C 1.51851 -1.44956 1.07317
O 0.16160 -1.34455 1.14496
C 2.50438 -0.50342 1.70332
C 3.46200 -1.19970 2.44695
C 4.55716 -0.56747 3.00200
C 4.74652 0.78879 2.76763
C 3.81963 1.48680 2.01609
C 2.69454 0.84616 1.52181
S -0.80236 -0.00185 1.48205
H 3.33770 -2.26806 2.55925
H 5.27274 -1.13434 3.58018
H 5.61347 1.30236 3.15866
H 3.96169 2.53836 1.81352
O 0.58651 6.18779 2.56181
C 1.00259 5.82337 1.34479
O 1.96578 6.30050 0.83303
C 0.15870 4.81244 0.61223
C -0.83580 5.06461 -0.30799
N -1.23191 3.87610 -0.80945
N -0.50377 2.85909 -0.31997
C 0.32879 3.42321 0.54946
C 1.32089 2.68316 1.34305
O 1.65745 3.10841 2.41196
O 1.80072 1.58670 0.73985
H -0.12357 5.61478 2.87707
H -1.29121 5.98897 -0.62428
H -1.79485 3.72373 -1.63360
C -0.68463 -1.13776 -3.16340
P -1.90764 -1.24932 -1.80363
C -3.47582 -0.58031 -2.49647
C -2.14629 -2.98794 -1.44212
C -1.68908 -3.49842 -0.23046
C -1.83173 -4.85343 0.03789
C -2.43121 -5.68624 -0.89281
C -2.88988 -5.17699 -2.10248
C -2.74582 -3.83006 -2.38183
H -0.00534 -1.98752 -3.09926
H -0.09047 -0.23215 -3.05223
H -1.16736 -1.13280 -4.14154
H -4.32233 -1.13778 -2.09770
H -3.49442 -0.60695 -3.58606
H -3.62432 0.46634 -2.19952
H -1.21811 -2.84982 0.49214
H -1.47327 -5.25424 0.97620
H -2.54326 -6.74086 -0.67855
H -3.35687 -5.83170 -2.82578
H -3.10073 -3.43831 -3.32877
*
```

The calculation puts the energy relative to the best compared isomer or geometry (same formula, charge and spin) at 5.082 eV. The HOMO energy (alpha / beta) is -11.87 / -11.25 eV.

These are the Löwdin partial charges, in e, on atoms 1 to 6: 0.691, 0.149, -0.482, -0.481, -0.061, -0.003

=====

Record 4
DFT (ωB97M-V/def2-TZVPD) results for the molecule C20H18N2O2.

Structure (ORCA input):
```
! RIJCOSX wB97M-V def2-TZVPD def2/J DEFGRID3
* xyz 0 1
C 2.53793 1.55656 6.04260
C 2.53403 0.61448 4.87663
C 2.90328 -0.71525 5.03852
C 2.90356 -1.58395 3.96019
C 2.54683 -1.13603 2.70305
C 2.18801 0.19718 2.51995
C 1.81951 0.67022 1.17528
N 1.94637 1.99708 0.89471
N 1.35921 -0.21403 0.37592
O 1.01473 0.27600 -0.91724
C 0.80580 -0.68080 -1.83698
O 0.95369 -1.85480 -1.67093
C 0.37129 -0.02554 -3.14258
C -0.97261 -0.56548 -3.55660
C -1.04586 -1.48590 -4.57055
C -2.27310 -2.02141 -4.98397
C -3.43080 -1.63112 -4.37546
C -3.40391 -0.69649 -3.31995
C -4.59089 -0.29439 -2.67237
C -4.56060 0.59789 -1.63901
C -3.33537 1.12691 -1.20932
C -2.16767 0.76284 -1.82024
C -2.16014 -0.15584 -2.89258
C 2.17972 1.06057 3.61113
H 1.82282 2.36244 5.89516
H 2.29377 1.03256 6.96351
H 3.52768 1.99933 6.16104
H 3.18405 -1.07258 6.01889
H 3.18292 -2.61705 4.10349
H 2.53317 -1.79721 1.85243
H 2.55825 2.56163 1.45685
H 1.82077 2.27353 -0.06517
H 1.11298 -0.28685 -3.89946
H 0.35092 1.05752 -3.01992
H -0.14160 -1.80992 -5.06492
H -2.29041 -2.74313 -5.78727
H -4.38345 -2.03537 -4.68663
H -5.52843 -0.71299 -3.01043
H -5.47366 0.89837 -1.14595
H -3.31963 1.82658 -0.38609
H -1.23786 1.17689 -1.46429
H 1.86473 2.08758 3.48858
*
```

The calculation puts the energy relative to the best compared isomer or geometry (same formula, charge and spin) at 2.093 eV. The HOMO energy is -8.12 eV.

These are the Löwdin partial charges, in e, on atoms 1 to 6: -0.051, -0.274, -0.045, -0.065, -0.022, -0.154

=====

For the records above, the corresponding max |F| values read 0.0049 0.0234 0.0353 0.0342 Eh/bohr.